No. 1
57
Properties=species:S:1:pos:R:3:forces:R:3 method="wB97M-V/def2-TZVPD" homo_lumo_gap_ev=10.08 e_lumo_ha=0.0137 de_lowest_kj_mol=17.99 smiles="O=C(NC[C@H]1C[C@@H]2CC[C@H]1N2C(=O)[C@H]1CCS(=O)(=O)C1)[C@@H](F)C1CCOCC1" largest_force_ev_per_a=0.209 e_homo_ha=-0.357
O 2.064456 0.982425 -1.253119 -0.008 -0.009 -0.001
C 1.773349 1.693143 -0.306555 0.074 -0.054 0.067
N 0.731324 1.469640 0.516761 -0.136 0.137 -0.080
C -0.249588 0.416106 0.294634 0.120 -0.137 -0.013
C -0.848301 0.378558 -1.121391 -0.044 0.055 0.010
C -0.199952 -0.677103 -2.062957 -0.006 0.006 -0.011
C -1.364100 -1.618966 -2.389799 0.038 -0.011 -0.018
C -2.320696 -0.917646 -3.368436 -0.009 0.036 0.021
C -2.960506 0.176930 -2.469728 0.007 -0.038 -0.011
C -2.310688 -0.098545 -1.098868 -0.006 0.048 0.005
N -2.124337 -1.558559 -1.130723 -0.067 -0.041 0.060
C -3.053783 -2.500061 -0.798827 0.049 0.020 -0.066
O -3.079049 -3.600525 -1.318289 0.004 -0.015 0.003
C -4.017717 -2.115276 0.326828 -0.015 0.030 0.033
C -4.986513 -3.275370 0.628455 0.007 -0.013 -0.001
C -4.291924 -4.183120 1.632829 -0.009 -0.002 0.001
S -3.664217 -3.023045 2.827974 -0.030 -0.001 0.014
O -4.778269 -2.528816 3.599095 0.006 -0.005 0.007
O -2.487084 -3.506244 3.496758 0.017 -0.002 0.000
C -3.238571 -1.763542 1.615478 0.016 -0.013 -0.032
C 2.637801 2.896467 0.044757 0.013 -0.011 -0.007
F 1.909455 3.763950 0.874314 -0.006 0.005 0.002
C 3.925976 2.512743 0.759576 -0.004 -0.001 -0.001
C 4.830458 1.624701 -0.096328 -0.002 -0.007 -0.014
C 6.139748 1.366604 0.632190 -0.002 -0.014 0.003
O 6.808029 2.569224 0.966570 0.006 0.005 -0.007
C 6.019814 3.372920 1.822850 -0.003 0.007 0.013
C 4.701631 3.763937 1.174950 -0.008 0.007 -0.005
H 0.535713 2.177025 1.204651 0.004 -0.001 0.004
H 0.197763 -0.553625 0.527237 0.004 -0.001 0.001
H -1.039369 0.587164 1.027565 0.000 0.006 0.000
H -0.795206 1.384386 -1.541344 -0.002 -0.003 -0.005
H 0.230773 -0.231607 -2.956961 0.000 0.010 0.004
H 0.601357 -1.202587 -1.547566 -0.006 -0.002 0.003
H -1.086608 -2.632966 -2.656426 -0.021 -0.001 0.005
H -1.791497 -0.507143 -4.227487 0.000 -0.002 0.003
H -3.072038 -1.617258 -3.732941 -0.004 -0.005 0.000
H -2.760848 1.190919 -2.815406 0.008 0.000 0.003
H -4.042897 0.054326 -2.409609 -0.002 0.001 0.002
H -2.881167 0.257154 -0.243459 -0.004 -0.014 -0.005
H -4.588232 -1.245762 -0.004658 0.015 0.005 -0.021
H -5.907282 -2.885151 1.061410 0.007 0.005 0.013
H -5.221458 -3.813224 -0.286339 0.009 0.001 -0.007
H -4.947861 -4.878823 2.151339 0.000 0.000 0.002
H -3.444158 -4.707536 1.191930 -0.007 0.001 -0.004
H -2.160256 -1.799249 1.474381 0.001 0.014 0.012
H -3.522876 -0.808689 2.053363 -0.015 -0.002 0.006
H 2.853047 3.435836 -0.880192 -0.002 0.004 0.002
H 3.645122 1.958958 1.665383 0.001 0.001 0.001
H 4.344897 0.678760 -0.335873 0.005 0.000 0.008
H 5.042686 2.125013 -1.045925 -0.001 0.007 0.005
H 5.950692 0.785934 1.547577 -0.003 0.002 0.000
H 6.825178 0.796203 0.007225 0.003 0.004 -0.001
H 5.827943 2.832279 2.761950 -0.002 -0.001 -0.002
H 6.615987 4.253835 2.057111 0.004 -0.004 -0.002
H 4.907301 4.372783 0.288417 0.004 -0.006 -0.002
H 4.116550 4.372514 1.865644 0.001 -0.004 0.006

No. 2
65
Properties=species:S:1:pos:R:3:forces:R:3 method="wB97M-V/def2-TZVPD" homo_lumo_gap_ev=7.48 e_lumo_ha=-0.0097 de_lowest_kj_mol=359.05 smiles="O=C(OP(F)CCCCn1cccc1)c1ccccc1.C[N+](=O)[O-].C[N+](=O)[O-].C[N+](=O)[O-].C[N+](=O)[O-]" largest_force_ev_per_a=4.056 e_homo_ha=-0.285
O -1.050933 4.848754 1.533559 -0.064 -0.499 -0.965
C -1.011981 3.717908 1.153675 0.297 -0.846 1.109
O -1.102410 3.369857 -0.227009 -0.890 -0.672 0.830
P -1.372023 1.687202 -0.365043 0.465 -1.789 0.987
F -3.018843 1.473912 -0.010221 1.545 0.808 -1.035
C -1.182980 1.131315 -2.136106 -0.956 0.898 -1.364
C 0.319917 1.029741 -2.628491 0.018 -0.560 -0.965
C 0.829726 -0.477877 -2.812162 0.179 0.149 0.015
C 1.937507 -0.882629 -1.757050 -0.083 -0.028 -1.116
N 1.479729 -1.798787 -0.702784 -0.395 -1.306 2.585
C 2.091233 -1.876667 0.551405 0.144 -0.964 2.256
C 1.505204 -2.861020 1.439720 -1.306 0.558 -3.799
C 0.399418 -3.471974 0.605569 2.299 2.803 -1.131
C 0.467442 -2.762770 -0.675470 -0.960 -1.603 1.335
C -0.822916 2.543828 2.195548 -0.441 -1.921 1.436
C -2.047653 2.011115 2.943799 2.703 0.163 -0.739
C -1.920867 0.903366 3.883470 2.446 1.297 -1.777
C -0.561753 0.341821 4.066060 0.137 1.292 -0.925
C 0.647925 0.869983 3.376768 -2.295 1.010 -0.530
C 0.522967 1.987100 2.426592 -2.661 -0.545 1.106
H -1.773998 1.746175 -2.885291 0.585 -0.559 0.861
H -1.632194 0.094075 -2.207198 0.328 1.142 0.579
H 1.059447 1.619422 -2.025789 -0.779 -0.495 -0.323
H 0.346819 1.468363 -3.670460 -0.088 -0.218 1.247
H 1.297254 -0.585315 -3.845414 -0.849 0.154 1.599
H -0.036478 -1.197533 -2.770512 0.865 0.791 0.019
H 2.320837 0.060354 -1.288259 -0.244 -1.013 -0.186
H 2.782739 -1.364250 -2.322788 -0.740 0.434 0.657
H 2.970731 -1.257064 0.856804 -1.010 -0.416 -0.792
H 1.779923 -3.158657 2.473200 -0.084 0.510 -1.102
H -0.295215 -4.276577 0.924364 0.609 0.886 -0.540
H -0.198834 -2.980462 -1.548898 0.926 0.479 0.933
H -3.007781 2.528731 2.680782 0.932 -0.832 0.519
H -2.830977 0.506317 4.391134 1.101 0.302 -0.403
H -0.433339 -0.510560 4.781472 -0.089 0.921 -0.847
H 1.662581 0.425167 3.530404 -1.252 0.365 0.046
H 1.372038 2.449980 1.864673 -0.716 -0.762 0.701
C -5.097517 2.469152 -2.002396 -0.100 -0.013 0.162
N -5.073673 2.069004 -3.434088 -0.180 -0.021 -0.027
O -6.014542 1.423093 -3.852932 0.322 0.144 -0.059
O -4.105908 2.419502 -4.086529 -0.213 -0.147 0.092
H -6.009611 2.091694 -1.548481 0.061 -0.015 -0.138
H -4.219857 2.034679 -1.526440 -0.177 0.188 -0.129
H -5.069054 3.556414 -1.964826 0.133 -0.074 -0.038
C -0.210252 3.950989 5.462842 -0.200 -0.049 -0.191
N 0.909591 3.788038 6.428222 0.089 -0.096 -0.064
O 1.789049 2.997552 6.139821 -0.122 0.217 0.194
O 0.864692 4.460616 7.441254 0.088 -0.206 -0.219
H -0.064368 3.298020 4.607811 0.171 0.022 0.175
H -1.126158 3.682831 5.985436 0.050 0.165 0.032
H -0.224049 4.994379 5.154138 -0.071 -0.042 0.119
C 4.447879 0.895844 -6.069696 0.143 0.120 -0.219
N 3.638975 -0.249012 -5.572871 0.048 -0.095 -0.147
O 3.470663 -1.185352 -6.326591 -0.056 0.166 0.330
O 3.201228 -0.162737 -4.437460 0.469 -0.012 -0.497
H 4.768231 0.682076 -7.085465 -0.086 -0.076 0.103
H 3.815437 1.780708 -6.041895 0.069 -0.048 0.132
H 5.305177 1.002870 -5.408462 -0.141 0.056 0.047
C 0.475940 -8.196140 0.597592 -0.208 -0.213 -0.097
N 0.531317 -6.886859 1.300573 0.023 0.078 0.063
O -0.500398 -6.476620 1.804558 0.278 -0.036 -0.061
O 1.604684 -6.320939 1.320365 -0.300 -0.166 0.106
H -0.537321 -8.583366 0.659414 0.070 0.118 0.045
H 0.761585 -8.024190 -0.438012 0.112 -0.006 0.110
H 1.175993 -8.864595 1.094066 0.054 0.108 -0.102

No. 3
55
Properties=species:S:1:pos:R:3:forces:R:3 method="wB97M-V/def2-TZVPD" homo_lumo_gap_ev=9.41 e_lumo_ha=0.0252 de_lowest_kj_mol=235.56 smiles="CN(CCC1CCOCC1)C(=O)C[C@H]1C(=O)NCCN1Cc1ccoc1" largest_force_ev_per_a=0.912 e_homo_ha=-0.321
C 1.448678 -1.093283 0.719652 0.102 0.217 -0.021
N 0.015357 -1.254103 0.736657 0.061 -0.382 0.078
C -0.515667 -2.272206 -0.150978 -0.190 -0.045 -0.221
C -0.259116 -1.943454 -1.624288 -0.393 -0.054 0.093
C -1.188002 -2.703712 -2.570747 0.527 -0.009 -0.070
C -0.995375 -2.226912 -4.013194 -0.396 -0.300 0.029
C -1.892641 -3.031192 -4.953720 0.151 0.359 -0.088
O -1.636269 -4.414704 -4.871131 0.075 -0.077 -0.094
C -1.850122 -4.903876 -3.567912 0.142 -0.200 0.318
C -0.952653 -4.216308 -2.537070 -0.433 0.092 -0.253
C -0.846849 -0.354650 1.257705 0.116 -0.094 0.492
O -2.054803 -0.448732 1.116438 -0.331 0.209 -0.096
C -0.278576 0.753809 2.132891 -0.103 0.141 -0.118
C 0.337111 1.940467 1.340617 0.138 -0.406 -0.129
C -0.343028 2.038153 -0.020171 0.215 0.236 0.026
O -0.099771 1.235608 -0.902604 0.181 -0.222 -0.099
N -1.238440 3.023014 -0.194059 -0.422 0.206 -0.230
C -1.431446 4.150971 0.683443 0.049 0.283 0.388
C -1.020954 3.777533 2.102640 -0.135 0.127 -0.287
N 0.307024 3.204684 2.053217 0.055 0.215 0.051
C 0.966597 3.170016 3.351012 0.011 -0.013 0.071
C 2.360260 2.650727 3.236561 0.104 -0.468 0.393
C 3.395031 3.169609 2.408820 0.437 -0.271 0.045
C 4.479762 2.381182 2.624672 -0.232 0.675 -0.454
O 4.198292 1.419988 3.519880 0.340 -0.394 0.187
C 2.914628 1.585559 3.882470 -0.747 0.513 -0.096
H 1.901261 -2.066090 0.529806 0.035 0.009 0.044
H 1.754045 -0.401780 -0.069887 0.083 -0.020 -0.014
H 1.817541 -0.727787 1.676667 0.056 0.012 0.013
H -0.069096 -3.233265 0.123632 -0.051 0.021 0.012
H -1.591098 -2.310760 0.033364 0.139 -0.105 -0.022
H 0.779309 -2.162787 -1.881733 0.103 0.035 -0.091
H -0.418263 -0.871829 -1.755434 0.064 -0.009 -0.021
H -2.224337 -2.504391 -2.273771 -0.038 0.013 0.014
H -1.232966 -1.166188 -4.098052 0.025 0.091 -0.019
H 0.046197 -2.372571 -4.306680 0.079 0.039 -0.026
H -1.713245 -2.758956 -5.996228 -0.092 0.036 0.077
H -2.949837 -2.834669 -4.711339 0.050 -0.004 -0.048
H -1.641351 -5.975094 -3.616138 -0.092 0.063 0.060
H -2.906085 -4.760155 -3.285653 0.053 -0.044 -0.020
H -1.171524 -4.622857 -1.549498 0.034 -0.073 0.079
H 0.091287 -4.426505 -2.779343 0.093 -0.027 0.037
H -1.130368 1.123925 2.707497 0.070 -0.136 -0.044
H 0.460366 0.358499 2.830484 0.015 0.038 0.007
H 1.388271 1.712207 1.132804 -0.211 -0.012 -0.095
H -1.665722 3.063578 -1.109176 0.138 -0.129 0.057
H -0.819833 4.996141 0.339992 -0.110 -0.037 0.111
H -2.483554 4.447753 0.659029 0.088 -0.021 0.019
H -1.769340 3.092795 2.533203 0.027 0.055 0.025
H -0.993416 4.678749 2.718648 -0.023 -0.050 -0.023
H 0.414845 2.568212 4.092144 0.003 0.074 -0.013
H 1.000086 4.202990 3.714886 -0.084 -0.117 0.057
H 3.317668 4.007946 1.748872 0.055 0.199 -0.202
H 5.472146 2.399077 2.220214 0.159 -0.083 0.004
H 2.517985 0.905627 4.610891 0.010 -0.154 0.106

No. 4
60
Properties=species:S:1:pos:R:3:forces:R:3 method="wB97M-V/def2-TZVPD" charge=+2 homo_lumo_gap_ev="5.78 / 5.71" e_lumo_ha="-0.3389 / -0.3393" de_lowest_kj_mol=249.02 largest_force_ev_per_a=3.413 e_homo_ha="-0.551 / -0.549"
Ru 0.915743 -0.709301 -0.484916 2.032 2.337 1.435
C 2.021641 4.656147 -3.313753 0.068 -0.125 -0.068
C 2.348202 3.230180 -2.957780 -0.005 0.186 0.001
C 3.496629 2.924850 -2.211127 0.016 0.079 -0.016
C 3.815307 1.623803 -1.880554 0.092 -0.031 -0.062
C 2.966892 0.607624 -2.312922 0.010 0.149 -0.091
C 1.832046 0.868277 -3.078827 -0.032 0.000 0.017
C 1.534266 2.187929 -3.392373 -0.086 0.030 -0.028
S 3.226933 -1.014467 -1.752113 0.292 -0.367 -0.412
O 4.490239 -1.598526 -2.008911 -0.070 0.252 0.159
O 2.006009 -1.774628 -2.117543 -0.045 -0.487 0.047
N 2.895155 -0.727502 -0.124041 -1.835 -0.477 -0.921
C 3.417030 -1.627253 0.810989 -0.712 -0.664 0.519
C 2.184559 -2.688641 1.155511 1.678 0.795 -0.289
O 2.531773 -3.759048 1.505136 -0.831 -0.338 0.274
O 1.019011 -2.107288 1.027174 -0.574 0.557 -0.702
H 2.533769 5.360895 -2.661024 -0.039 -0.031 0.013
H 0.947922 4.841255 -3.272336 0.044 -0.018 0.036
H 2.342799 4.866198 -4.337649 0.008 -0.034 0.038
H 4.149143 3.729514 -1.890963 -0.050 -0.047 -0.004
H 4.707584 1.395661 -1.305356 -0.094 0.041 -0.037
H 1.247300 0.048093 -3.475899 -0.014 0.044 0.025
H 0.668314 2.410570 -4.007315 0.048 -0.028 0.041
H 3.576678 -1.183025 1.794101 0.100 0.204 -0.073
H 4.277406 -2.198823 0.477438 0.064 0.025 -0.044
C -3.555184 -0.446116 2.441351 0.008 0.035 -0.068
C -3.122049 1.010482 2.564892 0.038 -0.235 -0.143
N -1.987601 1.325017 1.666140 0.021 -0.117 0.162
C -0.705973 1.019459 1.769682 -0.263 0.189 0.127
S 0.293906 1.389700 0.339275 -0.136 -1.651 0.348
N -0.100940 0.497786 2.818648 -0.246 0.099 0.079
C -0.578093 0.298714 4.208658 -0.004 0.217 0.017
C -0.615950 1.600395 4.998153 0.054 0.009 -0.060
H -4.291712 -0.678919 3.212534 0.038 0.019 -0.066
H -2.704271 -1.121229 2.563841 -0.063 0.003 0.017
H -4.011403 -0.636340 1.467223 0.056 -0.009 0.055
H -2.863350 1.259772 3.585923 0.058 0.110 0.049
H -3.931831 1.672178 2.269177 0.025 0.077 -0.003
H -2.237496 1.709165 0.770005 -0.064 0.065 -0.093
H 0.889065 0.392862 2.693088 0.243 -0.069 -0.036
H 0.122676 -0.394983 4.665551 0.035 -0.072 -0.057
H -1.545807 -0.190040 4.196377 -0.016 -0.090 -0.045
H 0.375241 2.054447 5.049231 -0.062 -0.017 0.009
H -0.948519 1.397959 6.017193 0.015 0.005 -0.054
H -1.300431 2.325635 4.553032 0.052 -0.015 0.038
C -3.077206 -4.270959 -0.308555 0.070 0.065 -0.096
C -2.401344 -3.061341 -0.861325 -0.167 -0.163 0.148
C -2.657041 -2.311153 -2.003527 -0.190 -0.022 -0.256
C -1.711321 -1.302610 -2.041029 0.119 0.164 0.118
N -0.916436 -1.396395 -0.944119 0.100 -0.816 -0.144
N -1.367066 -2.484497 -0.253884 -0.108 0.129 -0.092
C -1.556309 -0.200466 -3.035180 0.049 -0.215 0.020
H -4.146989 -4.095183 -0.203706 0.007 0.044 0.021
H -2.667161 -4.554136 0.660165 -0.008 0.017 -0.030
H -2.957328 -5.111219 -0.993303 0.040 0.019 0.001
H -3.433780 -2.493407 -2.730653 0.043 0.043 0.086
H -0.869337 -2.801634 0.564929 0.197 0.026 0.053
H -2.533473 0.180446 -3.326394 0.000 0.010 0.009
H -1.065217 -0.562539 -3.941014 -0.006 -0.003 0.029
H -0.972641 0.616654 -2.617304 0.002 0.098 0.001